Formula: C21H27N3O4
Source: the Open Molecules 2025 dataset
Level of theory: the ωB97M-V functional and the def2-TZVPD basis

Results
Multiplicity ... 1
HOMO energy ... -7.56 eV
E_tot ... -34873.7634 eV
SMILES ... COc1cc(/C=N/NC(=O)c2ccoc2C)ccc1OCCN1CCCCC1
Frontier orbital gap ... 8.2 eV
LUMO energy ... 0.68 eV

Structure (XYZ):
```
55
Properties=species:S:1:pos:R:3:forces:R:3
C -0.602 -5.225 0.313 0.15 -0.15 0.03
H 0.091 -5.341 -0.527 -0.02 0.01 0.04
O -1.504 -4.169 0.100 -0.13 0.40 -0.07
C -1.000 -2.911 -0.050 -0.34 -0.01 0.00
C 0.339 -2.581 -0.001 0.04 0.08 -0.01
C 0.762 -1.256 -0.166 -0.93 0.15 -0.08
C -0.191 -0.267 -0.379 0.37 -0.26 0.05
C -1.537 -0.582 -0.430 -0.21 -0.18 0.00
C -1.959 -1.894 -0.270 0.11 -0.25 0.02
O -3.252 -2.316 -0.310 0.42 -0.25 0.09
C -4.273 -1.383 -0.584 -0.36 0.22 0.07
C -4.537 -0.406 0.580 0.10 -0.13 -0.22
N -4.224 0.960 0.204 -0.16 0.08 0.17
C -3.861 1.799 1.333 0.28 0.12 -0.02
H -3.079 1.289 1.901 -0.07 -0.02 0.03
C -3.334 3.140 0.832 -0.27 0.02 0.21
C -4.394 3.840 -0.011 0.22 -0.09 -0.16
C -4.824 2.908 -1.139 -0.26 0.01 0.16
H -5.629 3.356 -1.724 0.01 0.00 -0.06
H -3.977 2.726 -1.802 0.00 -0.02 -0.09
C -5.294 1.576 -0.562 0.12 0.09 -0.30
H -5.578 0.900 -1.371 -0.06 0.00 0.03
H -6.187 1.742 0.070 0.00 -0.06 -0.02
H -4.002 4.773 -0.418 -0.06 0.05 0.03
H -5.259 4.080 0.613 -0.04 0.06 0.03
H -3.050 3.760 1.684 0.07 0.01 0.01
H -2.445 2.962 0.224 0.10 -0.01 0.01
H -4.723 1.968 2.004 0.03 -0.03 0.02
H -5.581 -0.502 0.922 0.07 0.01 0.03
H -3.890 -0.698 1.410 -0.05 -0.02 -0.01
H -5.151 -2.005 -0.774 0.11 0.09 -0.03
H -4.036 -0.817 -1.493 -0.03 -0.02 0.04
H -2.262 0.202 -0.577 -0.12 0.05 -0.02
H 0.137 0.753 -0.502 0.00 0.13 -0.02
C 2.178 -0.961 -0.107 0.91 -0.06 0.07
N 2.587 0.241 -0.246 -0.58 -0.12 -0.02
N 3.894 0.590 -0.202 0.34 0.39 -0.02
C 5.023 -0.162 -0.027 -0.04 -0.05 -0.01
O 5.018 -1.372 0.123 -0.25 -0.12 0.00
C 6.261 0.638 -0.042 0.88 -0.20 0.05
C 7.538 0.120 0.004 -1.06 -0.37 -0.02
O 8.439 1.116 -0.025 0.34 -0.29 0.03
C 7.764 2.279 -0.084 -0.79 0.53 -0.05
C 6.427 2.057 -0.099 0.56 0.12 0.00
H 5.671 2.815 -0.134 -0.10 0.22 0.00
H 8.341 3.181 -0.110 0.15 0.06 0.00
C 8.026 -1.278 0.069 0.14 0.15 -0.01
H 8.631 -1.423 0.963 0.05 -0.04 0.06
H 8.648 -1.500 -0.797 0.06 -0.04 -0.05
H 7.174 -1.949 0.092 0.05 0.02 0.00
H 4.006 1.586 -0.335 0.01 -0.35 0.04
H 2.842 -1.805 0.059 0.12 0.15 -0.01
H 1.086 -3.342 0.164 0.05 -0.13 0.02
H -0.031 -5.089 1.237 -0.01 0.00 -0.04
H -1.215 -6.122 0.398 0.09 0.03 0.00
```
Positions in Å, forces in eV/Å.